47
Properties=species:S:1:pos:R:3 method="wB97M-V/def2-TZVPD" lumo_energy_ha=0.012 smiles="O=CO[C@@](CCCC(F)(F)C(F)(F)F)(P(O)O)P(=O)(O)O.CCOS(C)(=O)=O" homo_ev=-9.3 energy_ev=-74156.6919 max_force_ev_per_a=1.2
O 0.64543 -1.91537 1.79516
C 0.22305 -1.21406 0.93692
O 0.99209 -0.52371 0.02468
C 1.60545 -1.22094 -1.07479
C 0.85221 -2.45319 -1.60060
C -0.60849 -2.23412 -2.07672
C -1.55334 -3.21052 -1.36058
C -3.03897 -3.01778 -1.61214
F -3.75203 -3.60735 -0.60390
F -3.41814 -3.62278 -2.77554
C -3.53734 -1.55216 -1.68500
F -3.24216 -1.00547 -2.85786
F -4.84865 -1.49060 -1.52707
F -2.97796 -0.81472 -0.71715
P 1.81159 0.20510 -2.31889
O 0.26175 0.71597 -2.38333
O 1.90116 -0.74358 -3.64793
P 3.30823 -1.81968 -0.62399
O 3.31917 -2.66172 0.57244
O 3.82037 -2.56578 -1.94189
O 4.25804 -0.52938 -0.58350
H -0.85152 -0.99823 0.84640
H 0.90118 -3.27966 -0.88135
H 1.43746 -2.78409 -2.46346
H -0.67504 -2.41383 -3.15181
H -0.90903 -1.21509 -1.87170
H -1.40528 -3.20308 -0.27512
H -1.33341 -4.23379 -1.68784
H -0.13513 0.69609 -1.49725
H 2.54797 -0.32550 -4.23627
H 4.65874 -2.20046 -2.25790
H 3.82160 0.23416 -0.17431
C -1.45918 4.92424 1.49843
C -0.35839 5.13990 2.51582
O -0.27922 4.08523 3.50393
S 0.30492 2.68246 3.05020
C 0.46425 1.96826 4.64762
O 1.59899 2.88240 2.47192
O -0.69626 1.95975 2.32337
H -1.27205 4.04518 0.88447
H -1.52148 5.79209 0.84159
H -2.41945 4.78562 1.99472
H 0.61635 5.25015 2.03831
H -0.54750 6.03924 3.09755
H 1.20574 2.52398 5.21416
H 0.78981 0.94117 4.49311
H -0.50552 1.98567 5.13706


8
Properties=species:S:1:pos:R:3 method="wB97M-V/def2-TZVPD" lumo_energy_ha="0.025 / 0.023" relative_energy_kj_mol=649.19 homo_ev="-8.2 / -8.3" energy_ev=-6689.7635 max_force_ev_per_a=4.8
C -0.24967 -0.60434 -0.94897
C 0.34614 -0.34828 0.40460
C 0.21629 0.58616 -0.75319
N -1.04305 1.01974 1.64942
O -0.31165 0.03000 1.61522
H -0.77722 -1.47410 -1.53773
H 1.19639 -0.79912 0.64367
H 0.62276 1.58993 -1.07303


161
Properties=species:S:1:pos:R:3 method="wB97M-V/def2-TZVPD" lumo_energy_ha=-0.218 charge=+3 relative_energy_kj_mol=645.81 homo_ev=-13.2 energy_ev=-79707.7255 max_force_ev_per_a=5.0
C 2.16236 -7.21902 -1.64238
C 1.38201 -6.96403 -0.38773
C 2.28957 -7.07435 0.87651
N 1.52673 -7.25110 2.25117
C 2.60742 -7.33227 3.35477
C 2.03626 -7.57744 4.80200
C 1.04993 -8.73664 4.91381
C 0.05223 -8.69543 3.69048
C 0.69254 -8.56042 2.32712
C 0.60844 -6.01158 2.50846
H 3.02967 -6.55913 -1.66270
H 1.54587 -6.98868 -2.51127
H 2.54315 -8.24020 -1.62553
H 0.52310 -7.63414 -0.42386
H 0.97086 -5.96679 -0.54447
H 2.90588 -6.17558 0.89814
H 2.88101 -7.98291 0.76334
H 3.13768 -8.23984 3.06626
H 3.32454 -6.51640 3.26427
H 2.80196 -7.57293 5.57774
H 1.53784 -6.67262 5.14984
H 1.58982 -9.66926 4.74997
H 0.44952 -8.74797 5.82347
H -0.46503 -9.65407 3.65136
H -0.82529 -8.10047 3.94363
H 1.39712 -9.35763 2.09023
H -0.02827 -8.58963 1.51000
H 1.30725 -5.18072 2.60572
H 0.12672 -6.14133 3.47759
H -0.06623 -5.98870 1.65267
C -5.03127 3.80141 -3.24535
C -3.92653 4.82530 -2.86562
C -3.79413 6.03973 -3.87992
N -2.85722 7.19078 -3.40007
C -1.49848 6.66447 -2.91627
C -0.70511 6.07641 -4.09222
C -0.51277 7.10870 -5.18531
C -1.82105 7.77931 -5.66741
C -2.70813 8.30493 -4.53946
C -3.52126 7.86633 -2.18189
H -5.29185 3.08831 -2.46325
H -4.78993 3.14007 -4.07750
H -6.00816 4.25143 -3.42220
H -3.01494 4.23352 -2.78260
H -4.15457 5.28112 -1.90212
H -4.77174 6.46170 -4.11299
H -3.36504 5.69405 -4.82038
H -1.66468 6.05716 -2.02652
H -1.01015 7.56436 -2.54232
H -1.16622 5.19850 -4.54471
H 0.29649 5.80531 -3.75846
H -0.01547 6.67974 -6.05524
H 0.17587 7.91115 -4.92082
H -2.23488 7.00166 -6.30936
H -1.51671 8.64390 -6.25729
H -3.71166 8.51901 -4.90717
H -2.36260 9.17847 -3.98663
H -4.57046 7.88443 -2.47675
H -3.18254 8.89404 -2.05080
H -3.47616 7.30421 -1.24910
C -1.97095 -1.01655 -5.79088
C -1.13284 -0.99511 -4.47963
C -0.00456 0.07484 -4.69596
N 1.00219 0.13066 -3.57712
C 2.00644 1.24750 -4.01145
C 1.47674 2.67137 -3.80279
C 0.81069 2.85612 -2.45941
C -0.24776 1.80202 -2.16678
C 0.34134 0.33632 -2.18132
C 1.87593 -1.09683 -3.51797
H -2.94658 -1.50152 -5.75854
H -1.54522 -1.66605 -6.55574
H -2.17149 -0.01842 -6.18026
H -0.68447 -1.98383 -4.38212
H -1.81024 -0.85748 -3.63684
H -0.54291 1.01452 -4.81953
H 0.53889 -0.12781 -5.61884
H 2.50335 1.10062 -4.97041
H 2.77512 1.03527 -3.26836
H 0.92780 2.91463 -4.71251
H 2.28713 3.39670 -3.87527
H 0.46391 3.88831 -2.41007
H 1.57788 2.83627 -1.68538
H -1.03904 1.92174 -2.90681
H -0.79984 1.94505 -1.23788
H -0.37232 -0.42223 -1.85976
H 1.16572 0.21857 -1.47802
H 2.43558 -1.44678 -4.38540
H 1.22239 -1.94960 -3.33423
H 2.63369 -0.94427 -2.74944
C -5.18774 0.93102 0.65915
C -4.14849 -0.01730 1.13997
C -2.76090 0.80176 1.29905
N -1.70201 -0.16520 1.98040
C -1.64723 -1.60788 1.27861
C -0.66056 -2.61073 2.00202
C -1.09225 -2.68361 3.49938
C -1.11124 -1.29480 4.16575
C -2.09925 -0.32400 3.49998
C -0.35069 0.55597 1.82524
H -4.93358 1.45150 -0.26422
H -5.37716 1.80233 1.28608
H -6.06090 0.33709 0.38909
H -4.14121 -0.88494 0.48024
H -4.42408 -0.40577 2.12040
H -2.83839 1.70137 1.90961
H -2.33317 1.16938 0.36630
H -2.67054 -1.97852 1.33842
H -1.30332 -1.22500 0.31776
H -0.67074 -3.56481 1.47502
H 0.32995 -2.15812 1.95578
H -2.03393 -3.19014 3.71099
H -0.40016 -3.31270 4.05916
H -1.37551 -1.40081 5.21791
H -0.08260 -0.93426 4.16620
H -3.12995 -0.63979 3.66137
H -2.07578 0.65224 3.98422
H -0.40217 1.44043 2.46019
H -0.17189 1.03161 0.86093
H 0.51403 -0.02410 2.14755
C 1.09839 4.35841 1.94461
C 2.51283 3.99766 1.46461
O 3.26580 4.85485 0.94902
N 3.11163 2.62642 1.79673
H 4.07430 2.84266 2.01262
H 2.66632 2.23202 2.61296
C 3.12378 1.53163 0.74592
H 0.42850 3.65135 1.45530
H 0.86152 5.39972 1.72628
H 0.98420 4.14777 3.00795
H 4.05297 1.81835 0.25347
H 2.25722 1.61955 0.09060
H 3.25842 0.61779 1.32461
C 6.34942 -2.57811 4.19833
C 4.91728 -3.00994 3.85394
O 4.52952 -4.09684 4.17896
N 3.98321 -2.01595 3.17544
H 4.54133 -1.25748 2.81030
H 3.61719 -2.47817 2.35539
C 2.94069 -1.46668 4.16505
H 6.87024 -2.22537 3.30815
H 6.89221 -3.16430 4.93985
H 6.48245 -1.62601 4.71204
H 3.38843 -1.04968 5.06713
H 2.14306 -2.13424 4.49100
H 2.44642 -0.68423 3.58923
O -3.75432 5.31915 0.66695
C -2.44410 5.10613 0.75998
O -2.10730 3.93281 0.41247
O -1.67945 6.00004 1.13256
H -3.68825 4.50781 0.15806
O 1.80641 -2.81020 -1.11883
C 2.36365 -2.57144 0.06553
O 2.29363 -1.51801 0.67335
O 2.87825 -3.52745 0.69389
H 1.91748 -3.75158 -0.96696
O -0.01120 2.34774 5.44908
C 1.06701 1.60465 5.11175
O 1.67702 1.85323 4.06401
O 1.43360 0.68289 5.86439
H 0.13175 3.04931 4.80957


78
Properties=species:S:1:pos:R:3 method="wB97M-V/def2-TZVPD" lumo_energy_ha="-0.241 / -0.241" charge=+1 relative_energy_kj_mol=386.52 homo_ev="-10.7 / -10.7" energy_ev=-64078.8238 max_force_ev_per_a=3.8
Pd -0.28080 0.71640 0.90050
C 0.03230 1.84650 -1.48720
C -0.52620 2.53550 -0.36780
C -1.86090 1.95780 -0.16140
C -1.99830 0.93860 -1.15630
C -0.87730 0.89930 -2.00290
C -0.71780 0.14090 -3.27740
C -1.81240 -0.91380 -3.46120
C -0.82890 1.17290 -4.42490
C 0.65310 -0.54240 -3.32640
C -3.15730 2.31980 0.55480
C -3.08970 3.31520 1.71280
C -4.08100 2.93170 -0.51700
C -3.77680 1.00790 1.09420
C 0.18120 3.76520 0.19420
C 1.55180 3.96030 -0.48440
C 0.44640 3.60990 1.70350
C -0.65360 5.02670 -0.09720
H 0.98120 2.06860 -1.93940
H -2.87770 0.34210 -1.31300
H -2.80510 -0.46830 -3.51160
H -1.78970 -1.64360 -2.65530
H -1.63960 -1.45110 -4.38960
H -1.80630 1.65430 -4.39680
H -0.71740 0.65190 -5.37180
H -0.05840 1.93750 -4.35910
H 0.65960 -1.38910 -2.63800
H 1.45910 0.13430 -3.05420
H 0.84000 -0.91740 -4.32780
H -2.81580 4.30620 1.37290
H -2.40060 2.99760 2.48950
H -4.08200 3.38090 2.15230
H -3.61820 3.80800 -0.96400
H -5.01910 3.22970 -0.05850
H -4.30160 2.22680 -1.31290
H -3.00260 0.33750 1.48350
H -4.32790 0.47100 0.32790
H -4.47430 1.22770 1.89730
H 2.19660 3.08570 -0.37720
H 2.06670 4.79970 -0.01990
H 1.43350 4.19270 -1.54110
H 1.26840 2.90570 1.86840
H -0.43860 3.27530 2.24840
H 0.75290 4.56820 2.11690
H -1.22030 4.90370 -1.01530
H 0.00690 5.87840 -0.22540
H -1.33670 5.26210 0.71040
I 2.46990 0.08270 0.74200
C 2.28220 -0.70600 2.73230
C 3.34330 -1.41050 3.23910
C 3.27460 -1.91910 4.54340
C 2.17080 -1.68380 5.31740
C 1.09000 -0.92700 4.82350
C -0.01860 -0.63060 5.64190
C -1.07230 0.09460 5.16140
C -1.07480 0.53050 3.82720
C -0.01800 0.25740 2.98780
C 1.11390 -0.43800 3.47770
H 4.22880 -1.57700 2.64270
H 4.10190 -2.49690 4.92250
H 2.10180 -2.07410 6.32120
H -0.02430 -0.99000 6.65980
H -1.91160 0.33450 5.79310
H -1.93240 1.10260 3.48780
Cl -4.55240 -5.29730 3.09540
C -3.42680 -4.49660 2.07330
C -2.91300 -5.15260 0.96080
C -2.00160 -4.51360 0.14080
C -1.60910 -3.22000 0.44710
C -2.11040 -2.56790 1.56280
C -3.02850 -3.19990 2.37760
C -0.62460 -2.49230 -0.48880
O -0.24540 -3.09040 -1.47800
O -0.33170 -1.33880 -0.10810
H -3.22540 -6.15860 0.73150
H -1.59030 -5.00380 -0.72840
H -1.77490 -1.56260 1.80350
H -3.42600 -2.68520 3.23810


12
Properties=species:S:1:pos:R:3 method="wB97M-V/def2-TZVPD" lumo_energy_ha=-0.257 charge=+2 relative_energy_kj_mol=314.93 homo_ev=-11.1 energy_ev=-17866.8224 max_force_ev_per_a=2.2
Rb 2.60768 -1.05743 1.38385
Rb 4.45929 2.37523 -0.89576
Rb -2.52721 2.17809 1.10685
Rb -1.55134 4.00859 -2.12913
N 0.54074 0.82555 -0.78683
O -0.50075 1.53382 -0.94478
O 1.67289 1.34258 -1.08356
O 0.49737 -0.35739 -0.52872
N -1.31465 -2.72719 0.95493
O -2.03471 -2.47653 -0.00119
O -0.07491 -2.81002 0.82435
O -1.77440 -2.83531 2.10000


20
Properties=species:S:1:pos:R:3 method="wB97M-V/def2-TZVPD" lumo_energy_ha="0.096 / 0.096" charge=-1 relative_energy_kj_mol=408.09 homo_ev="-3.6 / -3.6" energy_ev=-14476.9191 max_force_ev_per_a=4.9
C 0.32949 2.29408 -0.51744
C 0.64389 1.51133 0.61383
C -0.25117 1.74649 -1.70206
C -1.24243 -1.31146 1.23064
C -0.00192 -0.74885 1.21930
C 0.99697 -1.17542 2.35129
C -0.36458 -0.61909 -2.53725
N 0.47551 0.12354 0.37115
N -0.57533 0.39473 -1.56148
O 1.08148 1.88737 1.67171
O -0.54247 2.29747 -2.80666
H 0.49531 3.31296 -0.36543
H -1.98114 -0.83905 0.42046
H -1.60145 -2.04801 1.89513
H 1.34996 -0.28274 2.83432
H 1.81264 -1.82008 2.13973
H 0.26819 -1.75272 2.93404
H 0.70611 -0.71299 -2.82131
H -0.63788 -1.62629 -1.91464
H -0.96119 -0.63127 -3.45532


108
Properties=species:S:1:pos:R:3 method="wB97M-V/def2-TZVPD" lumo_energy_ha=0.025 smiles="CN(C)P(=O)(N(C)C)N(C)C.CN(C)P(=O)(N(C)C)N(C)C.CCOC(=O)OC.CCOC(=O)OC.c1cc[nH]c1.c1cc[nH]c1" homo_ev=-7.9 energy_ev=-76923.5638 max_force_ev_per_a=1.1
C 1.96122 2.47940 -2.52065
N 3.25524 1.83233 -2.23784
C 4.26647 2.77994 -1.84002
P 3.24927 0.35191 -1.50870
O 2.94903 0.31050 -0.06063
N 2.24836 -0.54227 -2.47019
C 1.66113 -1.75611 -1.90866
C 2.42150 -0.54016 -3.91047
N 4.81666 -0.17833 -1.74290
C 5.59424 0.09701 -2.91710
C 5.38205 -1.15531 -0.84155
H 1.60472 3.02892 -1.64413
H 1.23010 1.71198 -2.76495
H 2.12843 3.16664 -3.34750
H 5.16606 2.26895 -1.49952
H 3.93674 3.41076 -1.00448
H 4.54558 3.42504 -2.67816
H 1.06966 -2.24120 -2.68562
H 2.43397 -2.50585 -1.68679
H 1.04115 -1.55938 -1.04049
H 1.65470 -1.15653 -4.37102
H 2.36363 0.47865 -4.29369
H 3.39190 -0.95047 -4.21626
H 6.09241 -0.80934 -3.27368
H 5.01132 0.56016 -3.70879
H 6.40524 0.82002 -2.71276
H 6.39017 -0.89324 -0.50743
H 5.43814 -2.14379 -1.31908
H 4.73524 -1.23520 0.02937
C 1.74566 -2.77200 3.69248
N 1.78959 -3.42046 2.40310
C 2.47469 -2.67994 1.35908
P 0.94396 -4.79612 2.02898
O 1.37397 -5.36216 0.74182
N 1.11178 -5.76247 3.36120
C 0.22510 -6.92045 3.44623
C 2.43525 -5.94556 3.94941
N -0.67499 -4.46116 2.00180
C -1.47865 -4.11310 3.15747
C -1.33684 -4.30955 0.70448
H 1.38569 -1.74147 3.59887
H 2.71053 -2.79403 4.21042
H 1.03462 -3.27631 4.34944
H 2.46169 -3.25179 0.43667
H 3.50821 -2.44145 1.63209
H 1.96967 -1.72380 1.19566
H -0.81398 -6.59596 3.49269
H 0.35353 -7.59815 2.59712
H 0.42932 -7.45833 4.37129
H 2.33832 -6.41828 4.92756
H 3.09912 -6.53820 3.31140
H 2.91129 -4.98416 4.13313
H -1.72050 -3.04468 3.15527
H -2.38428 -4.72423 3.17408
H -0.91755 -4.31094 4.07028
H -0.73282 -3.76970 -0.02428
H -2.24614 -3.73261 0.87242
H -1.61057 -5.29001 0.30920
C -0.30514 5.17341 0.20480
C -0.57350 6.13173 -0.90865
O 0.17514 5.74462 -2.07272
C 1.25924 6.45541 -2.37823
O 1.64157 7.46423 -1.85216
O 1.85821 5.84017 -3.40196
C 3.05415 6.43990 -3.86682
H 0.69338 5.22459 0.64584
H -0.47119 4.14922 -0.12257
H -1.00445 5.36032 1.02161
H -0.32706 7.14996 -0.61194
H -1.62375 6.08049 -1.18603
H 3.64432 6.87163 -3.05781
H 2.82339 7.28503 -4.52353
H 3.61842 5.68226 -4.39773
C -6.35898 4.94009 -0.65198
C -5.32199 5.82559 -0.01764
O -5.00779 5.39089 1.30831
C -3.97956 4.54499 1.41554
O -3.30081 4.13413 0.50573
O -3.83825 4.23335 2.69268
C -2.74421 3.37484 3.00661
H -6.77650 5.41994 -1.54359
H -7.21938 4.79641 0.00378
H -5.96078 3.97637 -0.96473
H -5.69860 6.84182 0.09079
H -4.42884 5.87680 -0.63790
H -2.75587 3.25507 4.08589
H -1.80766 3.82302 2.68473
H -2.87909 2.39082 2.56133
C -1.87070 -0.71067 0.73640
C -1.94977 0.68532 0.49078
C -0.67388 1.17836 0.54046
N 0.17267 0.13380 0.78957
C -0.54492 -1.02172 0.89351
H -2.64961 -1.45555 0.70552
H -2.83410 1.28299 0.33683
H -0.23893 2.15839 0.46706
H 1.18280 0.22620 0.77355
H -0.02162 -1.95075 1.05584
C -4.77854 -3.94173 -0.71049
C -5.65944 -4.79769 -1.42489
C -6.94565 -4.42672 -1.12213
N -6.87122 -3.42875 -0.17616
C -5.56097 -3.13911 0.08429
H -3.70586 -3.91331 -0.75717
H -5.41189 -5.56138 -2.14451
H -7.90501 -4.77969 -1.45510
H -7.65038 -2.88268 0.14061
H -5.29735 -2.35038 0.76863


46
Properties=species:S:1:pos:R:3 method="wB97M-V/def2-TZVPD" lumo_energy_ha=-0.019 smiles=Cc1cc2ncccc2cc1[C@H](C)n1cnc2ncc(-c3ccncc3)nc21 relative_energy_kj_mol=37.76 homo_ev=-8.6 energy_ev=-32046.8842 max_force_ev_per_a=2.9
C 3.87684 1.52763 1.53498
C 3.09789 0.63927 0.59232
C 3.62738 0.56673 -0.71274
C 3.04475 -0.20787 -1.72951
N 3.58488 -0.22911 -2.95192
C 2.93646 -0.93603 -3.90728
C 1.73750 -1.62461 -3.64066
C 1.17924 -1.58803 -2.38202
C 1.83103 -0.84932 -1.39824
C 1.30434 -0.79552 -0.10158
C 1.90821 -0.04519 0.92536
C 1.31189 0.06102 2.31357
C 0.73332 -1.23138 2.86158
N 0.36577 1.18964 2.25666
C 0.55393 2.44161 2.80091
N -0.54989 3.15235 2.63963
C -1.47254 2.38080 1.98435
N -2.69188 2.74876 1.58638
C -3.29595 1.86757 0.78303
C -2.68723 0.63748 0.37467
C -3.38930 -0.25181 -0.63027
C -4.33151 0.21795 -1.54115
C -5.07256 -0.66835 -2.30386
N -4.82207 -1.99783 -2.32884
C -3.84427 -2.46201 -1.55188
C -3.11238 -1.62470 -0.67798
N -1.48799 0.23751 0.89219
C -0.88410 1.16725 1.65510
H 4.47779 2.26990 1.01635
H 3.15374 2.08505 2.13978
H 4.48035 0.92062 2.21098
H 4.56493 1.06779 -0.93229
H 3.33948 -0.99144 -4.91770
H 1.23922 -2.12286 -4.44793
H 0.23207 -2.09752 -2.14908
H 0.38894 -1.34066 0.10908
H 2.09447 0.30072 3.05023
H -0.19594 -1.47923 2.34910
H 1.47001 -2.02351 2.70925
H 0.55813 -1.14884 3.92518
H 1.44683 2.75487 3.34685
H -4.27596 2.11232 0.43611
H -4.55826 1.26146 -1.59137
H -5.85751 -0.28922 -2.93389
H -3.63988 -3.49875 -1.63037
H -2.37016 -2.10450 -0.03308